Entry 1:
Density functional theory data (ωB97M-V/def2-TZVPD) for an isolated ion of composition C8H15F3O3P and charge +1.

Structure (XYZ):
```
30
C8H15F3O3P ωB97M-V/def2-TZVPD
H -2.987 -0.599 3.233
H 3.646 0.695 -1.357
H -3.098 0.452 0.008
H -1.628 -1.097 -1.538
C -2.272 0.047 0.751
H -1.172 0.693 -1.969
O -1.677 -3.646 3.669
F 2.588 2.713 0.737
C -0.901 -0.225 -1.256
C -2.379 -1.428 2.628
H 0.899 1.685 -2.646
F 4.163 4.622 -0.097
C 1.656 0.763 -2.671
P 0.960 -0.672 -1.621
H -1.221 -3.911 2.817
C -2.885 -2.878 3.291
H 1.630 -0.847 -0.332
H 1.651 0.407 -3.810
C 3.115 1.337 -2.189
H -3.431 -2.617 4.320
C 3.079 2.950 -1.760
F 2.859 4.022 -2.796
O -2.593 -1.358 1.169
H 0.925 -1.955 -2.293
H -2.307 0.786 1.688
H -3.564 -3.480 2.550
H 3.830 1.277 -3.142
O -0.933 0.184 0.158
C 3.270 3.443 -0.357
H -1.224 -1.365 2.815
```

Summary:
**HOMO-LUMO gap**: 8.848 eV
**Calculated total energy**: -32106.5351 eV
**Net charge**: +1
**2S+1**: 1
**E_HOMO**: -12.666 eV



Entry 2:
Density functional theory data (ωB97M-V/def2-TZVPD) for a 2-piece molecular cluster, C7H10 overall.

Structure (XYZ):
```
17
C7H10 ωB97M-V/def2-TZVPD
C 0.978 1.055 -0.060
H -1.989 1.777 -1.734
H 1.460 -0.044 1.670
H -1.121 -0.878 1.117
C 0.814 0.050 0.799
H 0.488 1.778 -2.082
H 1.440 -2.534 2.815
C -0.733 -0.052 -1.636
H 0.175 -2.004 0.945
C -1.362 1.220 -1.045
H -1.738 1.165 -0.026
H 1.567 -2.078 3.387
C -0.715 -1.249 -0.840
C -0.188 -1.049 0.545
H 1.756 1.800 0.088
C 0.098 1.208 -1.242
H -0.929 -0.164 -2.701
```

Summary:
**HOMO-LUMO gap**: 8.315 eV
**Calculated total energy**: -7415.9054 eV
**Net charge**: 0
**Energy relative to the best compared isomer or geometry (same formula, charge and spin)**: 494.9 kJ/mol
**2S+1**: 1
**E_HOMO**: -7.921 eV



Entry 3:
Density functional theory data (ωB97M-V/def2-TZVPD) for a 3-piece molecular cluster, C6H13O overall.

Structure (XYZ):
```
20
C6H13O ωB97M-V/def2-TZVPD
H -4.181 -0.163 -0.285
H 2.733 -2.037 0.730
H 0.575 -1.206 0.422
H 2.511 1.113 0.648
C 3.103 -1.066 0.819
H -5.219 0.547 -1.590
H 0.061 -0.209 -1.401
C -4.831 0.632 -0.610
H 0.364 1.327 -0.787
H 3.077 0.044 -1.493
H -1.254 0.690 -0.467
H 2.673 -1.190 2.546
C 0.764 -0.196 0.526
H -5.705 0.895 0.082
C 2.700 -0.664 -0.776
C -0.172 0.439 -0.530
H 4.144 -0.689 1.154
O -3.935 1.741 -0.883
C 2.225 0.068 0.340
H 0.369 -0.077 1.555
```

Summary:
**HOMO-LUMO gap**: 2.338 eV
**Calculated total energy**: -8470.2072 eV
**Net charge**: -1
**Energy relative to the best compared isomer or geometry (same formula, charge and spin)**: 939.1 kJ/mol
**2S+1**: 1
**E_HOMO**: -1.610 eV



Entry 4:
Density functional theory data (ωB97M-V/def2-TZVPD) for C37H50AsGaNO4Sb2 as an isolated structure.

Structure (XYZ):
```
96
C37H50AsGaNO4Sb2 ωB97M-V/def2-TZVPD
C -5.038 -0.900 1.348
H 4.603 -0.201 -0.587
C -3.726 2.364 -4.384
C -0.666 -3.541 -2.151
H 0.803 1.568 3.398
C -1.587 -3.362 -4.775
H 2.837 -2.958 1.424
H -2.710 4.601 0.615
H 3.730 2.277 3.987
H 1.212 3.074 1.358
H 1.363 -0.567 4.766
H 4.539 1.505 1.275
C 1.813 1.819 3.061
C 1.253 -1.481 4.181
H 2.800 -1.656 -0.984
H 3.271 -1.561 3.454
H -5.798 -2.533 2.516
C 2.730 1.954 4.280
H 1.420 -2.317 4.866
C -5.036 -2.208 1.819
H -0.269 4.566 -1.887
H -4.085 -4.133 1.724
C -3.107 -2.703 0.462
H -2.383 -3.426 0.106
H -0.965 -5.406 -4.958
As 1.929 0.372 -2.259
H -4.193 3.024 -5.104
H 2.985 2.640 -2.344
H -2.945 -0.530 3.590
N -1.204 1.620 0.985
C -2.898 1.878 2.624
C -3.102 -1.388 -0.012
H 0.234 -1.565 3.825
Ga 0.411 0.506 -0.051
H -2.132 -1.341 -4.317
O -0.883 4.362 -1.158
O -2.157 -0.974 3.243
H 2.819 1.035 4.860
H -4.099 0.529 0.054
H 1.411 3.938 2.876
H 2.195 -2.094 -2.586
C 1.807 3.123 2.261
C 1.783 0.429 -4.181
H -1.941 -3.297 -5.796
C -1.695 -2.256 -3.939
O -0.557 -0.758 1.756
C -1.903 1.137 2.007
H 5.216 -0.963 2.993
C 3.316 1.686 -1.936
H 3.486 1.810 -0.871
H 2.143 -3.734 2.841
C -0.570 -4.635 -2.996
H -3.973 3.738 2.598
H 4.741 0.594 3.692
C -3.908 0.596 -2.756
H -0.133 -5.558 -2.636
H -3.451 1.490 3.471
H -0.669 1.578 -3.159
H -5.815 -0.212 1.662
C 4.471 0.438 1.499
C -4.073 -3.108 1.374
H 2.820 3.411 1.968
C -1.505 -0.283 2.347
H 6.118 -0.208 0.291
H 3.793 -1.348 -2.423
Sb -1.583 -0.768 -1.330
C 2.073 -2.854 2.197
H 2.330 2.721 4.949
H -4.523 -0.128 -2.237
H 6.210 0.462 2.746
H 4.939 -1.477 0.581
H 2.788 0.293 -4.572
H 1.088 -2.868 1.725
O 0.307 2.474 -0.948
C -2.501 3.626 1.037
H -1.745 3.092 -4.783
C -0.609 3.218 -0.611
H -0.279 -3.614 -1.141
H 1.380 1.382 -4.511
H 1.141 -0.381 -4.518
C -2.349 2.409 -4.196
C -1.036 -4.547 -4.303
C -1.747 1.556 -3.280
C -4.069 -0.485 0.438
H 4.244 1.397 -2.427
C -2.528 0.655 -2.545
C -3.198 3.140 2.134
C 2.259 -1.598 3.048
C 2.778 -1.359 -2.031
C 5.176 0.114 2.820
C -4.502 1.459 -3.671
Sb 2.353 0.154 1.806
C -1.504 2.829 0.510
C -1.243 -2.360 -2.625
C 5.046 -0.411 0.372
H -5.571 1.408 -3.841
```

Summary:
**HOMO-LUMO gap**: 6.894 eV
**Calculated total energy**: -175126.7087 eV
**Net charge**: +3
**Energy relative to the best compared isomer or geometry (same formula, charge and spin)**: 1.5 kJ/mol
**2S+1**: 1
**E_HOMO**: -16.145 eV



Entry 5:
Density functional theory data (ωB97M-V/def2-TZVPD) for a 12-piece molecular cluster, C25H75NO22 overall.

Structure (XYZ):
```
123
C25H75NO22 ωB97M-V/def2-TZVPD
H -2.370 -0.231 -4.825
H -2.507 -3.751 1.040
C 0.103 0.245 -2.175
C -4.369 -0.703 -5.234
O 0.549 -0.600 -1.092
C 1.833 1.465 -6.557
O 0.694 -0.208 5.042
H 3.753 2.475 4.031
C 4.271 1.626 4.476
H -2.668 -1.657 3.098
O 1.849 5.016 -0.334
H 3.455 2.342 -1.808
H 6.135 -1.392 1.971
H 4.259 -4.286 -0.440
H 4.200 0.590 1.600
H 3.947 1.491 -5.979
H -4.790 -1.311 -4.434
H -4.522 -3.234 4.022
C 3.227 -4.595 -0.275
H -0.822 -0.205 -2.536
C -5.204 0.203 0.901
H 4.060 3.939 -1.758
H 5.571 3.930 6.269
H 5.341 1.519 6.329
H -0.271 0.109 6.782
H 0.538 -1.978 -5.661
O 5.270 -1.041 2.197
C -3.932 4.208 -0.894
H 1.841 0.646 0.959
H 3.994 3.875 0.438
O -4.442 4.172 0.451
H 1.099 1.058 -7.252
H 5.020 1.208 3.804
O -4.707 0.716 2.127
H 1.125 1.072 2.587
H -3.681 -0.969 6.217
O -3.784 -1.621 -6.158
O 1.572 -4.890 1.403
H 1.795 2.543 -6.712
H -5.843 -1.711 1.693
H 3.216 -3.644 1.545
H 3.195 -1.385 0.273
O -3.593 -3.373 4.221
C 3.994 -0.726 -0.067
O 0.878 -1.537 -4.879
H -3.027 3.052 -2.483
H -2.271 2.830 -0.921
H 5.796 0.412 0.915
H -1.365 -0.902 -0.399
H 1.097 -0.945 5.507
H 5.157 -1.081 -1.535
H -3.670 -1.218 -7.021
H 2.576 0.507 4.607
H 1.559 3.825 -2.005
H -1.161 -0.374 2.071
C 4.860 -0.116 1.096
H -5.325 -0.356 -5.627
H 3.633 1.447 -7.675
H -3.931 -2.973 1.572
H -5.365 3.912 0.403
H -4.783 1.985 -1.836
C -0.167 0.528 0.956
H -4.365 -0.128 0.289
H 0.947 0.205 -2.864
H -3.660 -4.868 2.949
C -6.244 -0.909 1.074
C 3.445 3.240 -1.191
C -3.022 -4.010 3.162
C 1.454 -2.540 -3.942
H 0.782 -2.611 -3.087
C 2.900 -4.629 1.200
H 2.996 -5.557 -0.733
H 2.468 -2.322 -3.607
H 2.775 -0.606 -5.824
H 1.587 -3.463 -4.507
O 2.532 -3.638 -1.050
H -7.034 0.099 2.412
O 4.808 -1.593 -0.802
H 1.318 -0.601 2.123
H -0.038 1.276 -1.851
H 4.002 2.464 6.489
C -0.345 -0.744 -0.050
C -2.908 -3.186 1.882
H 1.149 0.247 -5.268
H -6.609 -1.454 0.204
C -3.228 3.003 -1.413
H -4.292 1.905 -5.071
O -3.424 1.568 -5.304
H 1.225 5.599 -0.773
H -0.195 -1.704 0.445
C -1.811 -0.635 5.433
O 3.475 0.497 4.944
H -0.190 1.446 0.368
H -3.215 5.028 -0.956
O 1.353 1.185 -5.233
H -1.596 -1.701 5.356
C -0.552 0.169 5.730
O -7.413 -0.376 1.669
H -4.588 4.606 -1.668
H -0.894 1.159 5.427
O 3.395 -0.404 -6.529
H -3.340 0.421 -3.621
H -1.989 -4.124 3.487
C -3.322 0.286 -4.702
H 1.185 -4.112 0.993
O -4.058 1.879 -1.216
O -2.882 -0.460 6.370
H 3.655 0.087 -0.710
H 3.554 -5.261 1.800
C 4.813 2.298 5.780
H -4.431 1.628 2.011
O 5.616 3.318 5.531
H 3.025 -2.819 -1.135
N -1.283 0.614 1.902
O -2.348 -1.900 2.226
C 3.295 1.035 -6.724
O 4.168 3.050 -0.022
H 1.501 2.882 -0.530
C 1.114 0.396 1.733
C 1.970 3.747 -0.998
H -2.197 -0.446 4.431
H -2.220 0.506 1.539
H -5.705 1.025 0.390
```

Summary:
**HOMO-LUMO gap (spin up / spin down)**: 9.044 / 3.486 eV
**Calculated total energy**: -73657.5520 eV
**Net charge**: +1
**⟨S²⟩**: 0.76
**2S+1**: 2
**E_HOMO (spin up / spin down)**: -11.227 / -11.226 eV



Entry 6:
Density functional theory data (ωB97M-V/def2-TZVPD) for C3H7NO2 as an isolated structure.

Structure (XYZ):
```
13
C3H7NO2 ωB97M-V/def2-TZVPD
O 0.302 1.721 -1.870
H 1.031 -0.499 -2.296
H -2.096 0.883 -0.218
H 1.496 -0.549 1.224
N 0.589 -0.465 -1.535
O -0.774 -0.492 0.719
C 0.019 0.697 -1.157
H -0.396 1.634 0.737
H -0.144 -1.417 -1.553
C -0.832 0.697 -0.064
H 0.179 0.414 2.303
H 0.356 -1.959 2.129
C 0.271 -0.665 1.581
```

Summary:
**HOMO-LUMO gap**: 10.294 eV
**Calculated total energy**: -8804.4584 eV
**Net charge**: 0
**Energy relative to the best compared isomer or geometry (same formula, charge and spin)**: 585.7 kJ/mol
**2S+1**: 1
**E_HOMO**: -9.801 eV